# 1
C28H46FN3O42S11 | wB97M-V/def2-TZVPD

Net charge: 0
Structure (SMILES): C[C@H](F)c1cc2nsnc2cc1ON=O.O=S1(=O)OCCO1.O=S1(=O)OCCO1.O=S1(=O)OCCO1.O=S1(=O)OCCO1.O=S1(=O)OCCO1.O=S1(=O)OCCO1.O=S1(=O)OCCO1.O=S1(=O)OCCO1.O=S1(=O)OCCO1.O=S1(=O)OCCO1
2S+1: 1
HOMO-LUMO gap: 6.99 eV
F_max: 7.985 eV Å⁻¹

```
131
Properties=species:S:1:pos:R:3:forces:R:3
C 6.3875 -2.9074 3.0913 0.43 0.77 0.63
C 6.4148 -1.2362 3.0308 -1.12 -0.93 0.53
F 6.9964 -0.7970 4.3542 -1.14 -0.67 -2.88
C 4.8544 -0.6385 2.9608 -2.91 -0.17 -0.55
C 3.6090 -1.5719 2.4080 0.71 3.50 1.48
C 2.0898 -0.9550 2.3880 0.86 -0.79 -0.01
N 0.9442 -1.8141 1.8955 1.98 6.49 2.76
S -0.4122 -0.6913 2.1396 4.10 1.05 0.94
N 0.3097 0.7843 2.8172 4.39 -3.13 -0.74
C 1.8019 0.5632 2.9390 -1.35 -2.35 -1.13
C 3.0233 1.5146 3.4783 2.07 -3.16 -0.64
C 4.5517 0.9101 3.4881 -4.68 -0.64 -0.84
O 5.6161 1.8306 3.9922 -4.37 -4.96 -4.48
N 5.8116 2.7220 3.0021 3.56 0.07 -4.11
O 6.7491 2.3625 2.2906 -2.81 1.49 2.09
H 7.3530 -3.2171 3.7205 -2.13 0.66 -1.61
H 5.4390 -3.2600 3.7238 2.12 0.80 -1.56
H 6.4045 -3.3788 2.0063 -0.04 1.14 2.59
H 7.0798 -0.8399 2.1226 -1.42 -0.62 2.39
H 3.7355 -2.6901 2.0138 0.02 2.87 1.03
H 2.8082 2.5941 3.8821 0.54 -2.40 -0.96
O -2.4894 -2.1204 0.4699 -1.56 0.27 -1.07
S -3.5044 -1.6630 -0.4529 0.04 0.13 0.16
O -4.9192 -1.8209 -0.2085 1.79 0.09 -0.02
O -3.1615 -2.2688 -1.9271 0.09 0.28 1.15
C -2.9931 -1.1976 -2.8541 -0.24 0.66 -0.54
C -2.4961 -0.0158 -2.0258 0.65 -0.18 -0.42
O -3.2118 -0.0953 -0.7953 -0.66 -1.09 0.18
H -3.9670 -0.9811 -3.3050 0.08 0.03 0.01
H -2.2849 -1.4793 -3.6379 -0.09 -0.13 0.27
H -2.6787 0.9431 -2.5168 -0.16 -0.16 0.24
H -1.4284 -0.1124 -1.8024 -0.06 0.03 -0.10
O 5.0083 -4.0142 0.6006 0.09 -0.85 -1.71
S 4.9636 -4.7748 -0.6285 0.21 -0.25 -0.31
O 6.1453 -5.1190 -1.3846 -1.42 0.56 1.36
O 3.8960 -4.0586 -1.6311 0.57 -0.31 1.00
C 2.8692 -4.9875 -1.9746 -0.29 -0.61 -0.34
C 2.7690 -5.9419 -0.7877 -0.69 0.42 0.09
O 4.1124 -6.1384 -0.3524 0.82 0.77 -0.51
H 3.1786 -5.5172 -2.8814 -0.07 0.02 0.08
H 1.9285 -4.4634 -2.1635 0.30 0.10 0.14
H 2.3077 -6.8950 -1.0574 0.34 0.07 0.07
H 2.2097 -5.4878 0.0371 -0.04 -0.04 -0.13
O -8.6201 -2.2815 -5.1828 1.31 0.52 1.34
S -7.8460 -2.0243 -3.9888 -0.29 -0.08 -0.10
O -6.8600 -0.9724 -3.9013 -1.20 -1.09 -0.40
O -7.1547 -3.4242 -3.5196 -0.67 0.83 -0.61
C -7.5760 -3.7420 -2.1943 0.02 0.10 0.92
C -8.9583 -3.1123 -2.0438 -0.17 -0.79 -0.01
O -8.8791 -1.8686 -2.7363 1.06 0.18 -0.69
H -6.8619 -3.2971 -1.4939 -0.08 -0.05 -0.01
H -7.5982 -4.8256 -2.0507 0.03 0.19 -0.28
H -9.2325 -2.9546 -0.9980 0.11 0.24 -0.24
H -9.7248 -3.7228 -2.5327 0.07 0.00 0.10
O 5.4968 -5.7113 7.2975 1.62 -0.24 -1.04
S 6.7470 -5.6839 6.5712 -0.43 -0.30 -0.10
O 7.0409 -6.5787 5.4761 -0.65 1.16 1.39
O 7.9648 -5.7683 7.6519 -0.93 0.22 -0.42
C 8.8008 -4.6202 7.5170 0.45 0.39 -0.34
C 7.8905 -3.5120 6.9947 0.14 0.24 0.62
O 7.0124 -4.1537 6.0727 0.17 -1.11 0.11
H 9.5891 -4.8559 6.7948 -0.04 0.09 0.07
H 9.2540 -4.3635 8.4782 -0.23 -0.22 -0.09
H 8.4485 -2.7118 6.5026 -0.22 -0.20 -0.16
H 7.2825 -3.0886 7.8011 0.11 -0.01 -0.02
O -1.8972 1.1369 -5.7754 0.32 -0.65 -1.35
S -1.9419 0.3763 -7.0044 -0.12 -0.24 -0.42
O -0.7603 0.0321 -7.7606 -1.29 0.56 1.33
O -3.0095 1.0925 -8.0071 0.78 -0.25 1.12
C -4.0363 0.1636 -8.3506 -0.50 -0.79 -0.46
C -4.1366 -0.7909 -7.1637 -0.85 0.49 0.00
O -2.7932 -0.9873 -6.7284 1.05 0.76 -0.37
H -3.7270 -0.3661 -9.2573 0.00 -0.02 0.10
H -4.9770 0.6877 -8.5394 0.44 0.03 0.20
H -4.5978 -1.7439 -7.4334 0.33 0.08 0.08
H -4.6958 -0.3367 -6.3389 -0.07 -0.05 -0.14
O 6.0743 2.2233 5.7511 2.35 1.51 5.66
S 6.8484 2.4805 6.9452 0.30 0.45 0.20
O 7.8344 3.5324 7.0326 -1.36 -1.23 -0.30
O 7.5398 1.0806 7.4143 -0.66 0.60 -0.31
C 7.1184 0.7628 8.7397 0.00 0.15 0.63
C 5.7362 1.3925 8.8902 -0.19 -0.65 -0.02
O 5.8153 2.6363 8.1977 0.94 0.03 -0.30
H 7.8326 1.2077 9.4401 -0.09 -0.06 0.00
H 7.0962 -0.3208 8.8833 0.02 0.18 -0.26
H 5.4619 1.5502 9.9360 0.08 0.22 -0.23
H 4.9696 0.7820 8.4013 0.08 -0.03 0.10
O -2.3041 2.0126 8.5616 0.98 -1.61 -0.16
S -1.5427 0.8488 8.1656 -0.40 0.04 0.01
O -1.6236 -0.4172 8.8563 -0.13 1.67 -0.73
O 0.0255 1.2806 8.0552 -1.04 0.06 0.10
C 0.4960 1.0293 6.7321 0.14 -0.43 -0.62
C -0.7297 1.1594 5.8318 0.40 0.54 -0.26
O -1.8023 0.5872 6.5767 0.30 -0.27 1.31
H 0.9010 0.0126 6.7019 -0.01 0.08 -0.07
H 1.2817 1.7411 6.4651 -0.19 -0.02 0.24
H -0.6030 0.6414 4.8782 -0.23 0.05 0.37
H -0.9716 2.2111 5.6450 0.10 -0.09 -0.07
O 1.1878 7.2229 -6.7414 -0.56 -0.81 1.66
S 0.6351 6.4924 -5.6225 0.27 0.39 0.00
O 0.6831 6.9795 -4.2635 -0.07 -0.37 -1.86
O 1.2416 4.9795 -5.6535 -0.37 1.04 -0.33
C 0.1719 4.0400 -5.7454 -0.58 -0.42 0.23
C -0.9522 4.7719 -6.4737 0.20 -0.51 -0.50
O -0.9096 6.1083 -5.9786 0.85 0.18 0.65
H -0.1295 3.7665 -4.7291 -0.03 -0.03 -0.13
H 0.4963 3.1440 -6.2814 0.12 0.28 0.07
H -1.9307 4.3228 -6.2878 0.14 0.26 0.12
H -0.7665 4.8055 -7.5525 -0.01 -0.10 0.08
O -5.2550 1.9514 3.3622 1.70 0.60 -0.92
S -4.1720 2.4488 2.5431 -0.20 -0.40 0.40
O -2.8159 1.9637 2.6519 -1.75 0.35 -0.05
O -4.1526 4.0749 2.6585 -0.33 -1.00 -0.06
C -4.3116 4.6458 1.3608 0.23 0.16 -0.64
C -5.1192 3.6257 0.5627 -0.50 0.49 0.13
O -4.6303 2.3533 0.9806 0.73 0.13 0.81
H -3.3166 4.7873 0.9267 -0.11 0.01 -0.02
H -4.8188 5.6119 1.4288 0.06 -0.24 0.22
H -4.9978 3.7502 -0.5159 0.12 -0.24 0.20
H -6.1830 3.6790 0.8175 0.09 0.08 -0.06
O -6.1020 2.4056 -7.9950 -1.41 0.38 -0.95
S -7.1170 2.8630 -8.9179 -0.62 0.17 0.19
O -8.5318 2.7051 -8.6735 2.10 0.17 -0.03
O -6.7740 2.2572 -10.3921 0.20 0.29 1.10
C -6.6057 3.3284 -11.3191 -0.23 0.61 -0.48
C -6.1087 4.5102 -10.4908 0.63 -0.18 -0.39
O -6.8243 4.4307 -9.2602 -0.58 -1.06 0.13
H -7.5796 3.5449 -11.7699 0.12 0.01 0.02
H -5.8974 3.0467 -12.1028 -0.09 -0.14 0.29
H -6.2913 5.4691 -10.9818 -0.16 -0.14 0.28
H -5.0410 4.4136 -10.2674 -0.07 0.03 -0.11
```
Positions in Å, forces in eV/Å.

---

# 2
C28H46N6O4Tm | wB97M-V/def2-TZVPD

Net charge: +3
⟨S²⟩: 2.002
2S+1: 3
HOMO-LUMO gap (spin up / spin down): 7.58 / 7.39 eV
F_max: 1.058 eV Å⁻¹

```
85
Properties=species:S:1:pos:R:3:forces:R:3
Tm 0.1360 0.2657 0.0476 -0.75 -0.55 0.51
C -0.9317 -3.0065 0.3195 -0.18 0.14 -0.15
C -1.5464 -2.4365 -0.9470 0.26 -0.21 0.07
O -1.7843 -1.0220 -0.7962 0.21 0.27 0.21
C -3.0782 -0.7407 -0.2103 -0.11 0.23 0.13
C -3.1395 0.7369 0.1050 -0.05 -0.18 -0.21
O -2.0380 1.1006 0.9558 0.11 -0.14 -0.23
C -2.3451 0.9663 2.3592 0.21 -0.03 0.22
C -1.0256 0.8683 3.0979 -0.18 0.16 -0.18
O -0.1924 -0.1106 2.4520 -0.02 -0.10 -0.21
C -0.3041 -1.4347 3.0037 0.03 -0.22 -0.21
C 0.5158 -2.3450 2.1125 0.00 0.16 0.26
O 0.1453 -2.1413 0.7342 -0.21 0.09 -0.15
H -0.5456 -4.0081 0.1242 -0.01 -0.03 0.04
H -1.6767 -3.0651 1.1163 0.03 -0.02 0.03
H -2.4767 -2.9574 -1.1731 -0.02 0.04 -0.05
H -0.8796 -2.5527 -1.7982 -0.04 0.03 -0.02
H -3.1987 -1.3339 0.6999 0.02 -0.05 -0.03
H -3.8649 -1.0118 -0.9157 0.03 -0.02 -0.04
H -4.0944 0.9848 0.5689 0.02 0.03 0.05
H -3.0501 1.3212 -0.8089 -0.03 0.00 0.05
H -2.9553 0.0745 2.5199 0.00 -0.02 -0.06
H -2.9053 1.8390 2.6977 -0.03 0.00 -0.03
H -1.1876 0.6016 4.1419 0.03 0.03 0.02
H -0.4920 1.8168 3.0508 0.06 -0.04 0.02
H -1.3549 -1.7378 3.0367 -0.02 0.05 0.00
H 0.0974 -1.4503 4.0184 0.00 0.04 0.01
H 0.3909 -3.3898 2.3960 -0.01 -0.01 -0.03
H 1.5643 -2.0790 2.1942 0.05 -0.05 -0.05
C 1.5521 -1.7601 -2.3723 0.16 0.00 0.16
N 2.8874 -1.2102 -2.3030 -0.01 -0.16 -0.02
C 3.6596 -1.2864 -3.5429 0.05 -0.03 -0.10
C 3.2724 -0.4858 -1.2349 -0.16 0.20 -0.22
N 2.3077 0.0308 -0.4635 0.31 -0.15 0.30
C 2.5931 0.3727 0.8986 0.47 -0.01 0.05
C 3.3272 -0.4920 1.6873 -0.11 0.15 -0.09
C 3.6045 -0.2222 3.0340 0.06 -0.04 0.04
C 3.1497 0.9330 3.5999 0.02 -0.01 0.02
C 2.3725 1.8466 2.8536 -0.14 -0.04 0.02
C 1.9239 3.0326 3.4767 0.01 -0.02 -0.01
C 1.1368 3.9237 2.8035 -0.01 0.11 0.01
C 0.7744 3.6660 1.4763 -0.03 -0.13 0.00
C 1.2200 2.5452 0.8022 0.20 0.40 -0.02
N 0.7967 2.3158 -0.5435 0.05 0.25 0.21
C 0.8692 3.2793 -1.4678 -0.08 -0.16 -0.20
N 1.6924 4.3405 -1.4366 -0.02 -0.03 0.07
C 1.3014 5.6385 -1.9904 -0.02 0.13 -0.02
C 2.9920 4.3495 -0.7806 0.03 -0.06 0.14
N 0.0508 3.1512 -2.5376 -0.04 -0.05 -0.02
C 0.4475 3.5570 -3.8878 0.03 0.05 -0.10
C -1.0993 2.2807 -2.4492 0.04 0.14 0.11
C 2.0459 1.5767 1.4862 0.21 0.14 -0.24
N 4.5956 -0.2892 -1.0565 -0.07 0.02 0.06
C 5.5675 -1.3663 -1.2423 0.09 -0.05 0.00
C 5.1544 0.9358 -0.5054 -0.04 0.02 0.11
H 1.5663 -2.6409 -3.0132 -0.06 0.01 -0.03
H 0.8314 -1.0469 -2.7977 -0.04 0.04 -0.03
H 1.2458 -2.0727 -1.3737 0.00 -0.04 -0.07
H 3.0335 -0.9571 -4.3737 -0.02 -0.01 0.02
H 3.9839 -2.3085 -3.7411 0.02 0.02 0.01
H 4.5275 -0.6381 -3.4961 -0.01 0.02 0.04
H 3.7183 -1.3965 1.2371 -0.01 -0.02 -0.02
H 4.1875 -0.9296 3.6096 0.03 0.04 0.00
H 3.3805 1.1746 4.6297 0.00 -0.02 0.00
H 2.2186 3.2207 4.5014 -0.02 -0.01 0.00
H 0.7852 4.8261 3.2863 0.03 0.00 0.01
H 0.1383 4.3689 0.9519 0.00 -0.01 -0.03
H 0.2446 5.6498 -2.2393 0.00 -0.03 0.00
H 1.8854 5.8971 -2.8742 0.00 -0.03 0.00
H 1.4839 6.4019 -1.2323 0.00 -0.03 0.01
H 3.3205 3.3402 -0.5530 -0.09 0.01 -0.02
H 2.9772 4.9326 0.1423 -0.05 0.00 0.01
H 3.7154 4.8044 -1.4579 -0.01 -0.02 -0.01
H 1.4756 3.9051 -3.8946 -0.02 -0.02 0.04
H -0.1977 4.3466 -4.2733 0.00 -0.01 0.01
H 0.3812 2.6964 -4.5548 -0.03 -0.01 0.02
H -0.8260 1.2098 -2.4513 -0.02 -0.01 -0.10
H -1.7399 2.4539 -3.3104 -0.01 -0.06 -0.04
H -1.6717 2.5173 -1.5522 0.06 -0.02 -0.01
H 5.0723 -2.2892 -1.5287 -0.01 0.01 -0.02
H 6.0876 -1.5339 -0.2952 -0.03 0.02 -0.02
H 6.3165 -1.1089 -1.9916 -0.04 0.02 -0.03
H 4.4092 1.7263 -0.5066 0.03 -0.08 -0.01
H 5.9906 1.2445 -1.1336 -0.02 0.02 -0.01
H 5.5280 0.7973 0.5118 -0.03 -0.04 0.02
```
Positions in Å, forces in eV/Å.